1.
# C32H40F24O16

A cluster of 8 separate species, C32H40F24O16 in total at a distorted geometry (wB97M-V/def2-TZVPD, the OMol25 dataset).

Computed properties:
SMILES = CCOC(=O)C(F)(F)F.CCOC(=O)C(F)(F)F.CCOC(=O)C(F)(F)F.CCOC(=O)C(F)(F)F.CCOC(=O)C(F)(F)F.CCOC(=O)C(F)(F)F.CCOC(=O)C(F)(F)F.CCOC(=O)C(F)(F)F
Frontier orbital gap = 0.415 Ha
Spin multiplicity = 1

The geometry in XYZ format:
```
112
C32H40F24O16, DFT wB97M-V/def2-TZVPD
C -17.5743 9.7086 -19.0289
C -16.0996 9.5954 -18.7434
O -15.4882 8.4631 -19.3480
C -14.5738 7.7185 -18.7426
O -13.9637 8.1132 -17.7913
C -14.3120 6.3979 -19.4830
F -13.4146 5.7035 -18.8080
F -15.4504 5.7075 -19.5284
F -13.8772 6.6208 -20.7148
H -18.0071 10.4434 -18.3502
H -18.1590 8.8058 -18.8417
H -17.7299 9.9807 -20.0722
H -15.9169 9.6516 -17.6695
H -15.5823 10.4249 -19.2325
C -12.3252 6.9840 -14.7337
C -12.3517 5.4629 -14.8774
O -13.7060 5.1285 -15.1428
C -14.1788 3.9738 -14.7272
O -13.5644 3.1636 -14.0934
C -15.6368 3.6963 -15.1830
F -16.4223 3.5489 -14.1100
F -16.1363 4.7430 -15.8490
F -15.7055 2.6240 -15.9630
H -12.5370 7.5480 -15.6479
H -11.2643 7.2247 -14.6147
H -13.0373 7.3405 -13.9988
H -11.9309 5.0375 -13.9697
H -11.7381 5.2085 -15.7444
C -8.1447 8.9118 -15.1844
C -8.8293 10.2658 -15.0814
O -7.8521 11.2984 -15.1235
C -7.6630 12.0717 -14.0705
O -8.0730 11.8357 -12.9695
C -6.7363 13.2768 -14.3025
F -7.4889 14.3822 -14.3652
F -5.8517 13.4003 -13.3153
F -6.0440 13.1781 -15.4327
H -8.8494 8.0897 -15.2711
H -7.4687 8.7002 -14.3567
H -7.5044 8.9815 -16.0687
H -9.3043 10.3619 -14.1022
H -9.6147 10.2877 -15.8359
C -6.7717 7.7970 -10.8307
C -7.4923 9.1341 -11.0995
O -8.8803 8.9544 -10.8466
C -9.6692 8.2904 -11.6579
O -9.3286 7.7625 -12.6774
C -11.1182 8.1979 -11.1307
F -11.2865 7.0069 -10.5509
F -11.3338 9.1636 -10.2208
F -11.9659 8.3657 -12.1335
H -7.0088 7.0739 -11.6055
H -7.0598 7.4688 -9.8320
H -5.6882 7.9169 -10.7890
H -7.4066 9.4359 -12.1472
H -7.1868 10.0083 -10.5308
C -13.9436 9.8147 -14.5096
C -13.2875 10.6463 -15.6003
O -12.6639 11.7506 -14.9888
C -11.8295 12.5565 -15.6173
O -11.4832 12.3852 -16.7481
C -11.0769 13.5202 -14.6611
F -10.9425 14.7379 -15.1629
F -11.6776 13.5658 -13.4683
F -9.8514 13.0276 -14.4543
H -14.4250 8.9485 -14.9614
H -14.6713 10.4346 -13.9849
H -13.2208 9.4718 -13.7706
H -14.0374 10.8525 -16.3670
H -12.4915 10.0730 -16.0872
C -21.8986 7.6390 -11.6836
C -21.7382 6.2181 -11.2148
O -20.5924 5.6217 -11.8991
C -20.8454 4.9993 -13.0472
O -21.8274 5.1168 -13.7076
C -19.6593 4.1328 -13.5077
F -19.8985 2.8515 -13.3349
F -19.4602 4.3791 -14.8100
F -18.5486 4.4674 -12.8723
H -22.2274 7.8186 -12.7118
H -21.0362 8.2822 -11.5172
H -22.7941 8.0872 -11.2340
H -22.6128 5.6565 -11.5366
H -21.5109 6.2040 -10.1554
C -14.4189 5.0048 -9.3774
C -15.3925 4.4213 -10.3863
O -16.1383 5.4583 -11.0535
C -15.4681 6.2138 -11.8998
O -14.3336 6.1008 -12.2519
C -16.3884 7.2544 -12.5802
F -16.5977 6.8826 -13.8586
F -17.5979 7.3198 -12.0184
F -15.8124 8.4521 -12.5895
H -13.9991 4.2164 -8.7544
H -14.8962 5.7269 -8.7133
H -13.6305 5.5464 -9.9000
H -16.1279 3.8298 -9.8424
H -14.9007 3.7113 -11.0509
C -16.7381 -5.1330 -16.5987
C -15.8506 -4.0300 -16.0511
O -16.6947 -2.8822 -15.8798
C -16.1346 -1.7696 -15.4185
O -14.9707 -1.6199 -15.2277
C -17.1095 -0.6384 -15.0898
F -17.1863 0.2084 -16.1232
F -18.3220 -1.1148 -14.7840
F -16.7034 0.0625 -14.0442
H -17.4945 -5.4495 -15.8810
H -16.1818 -6.0314 -16.8665
H -17.2617 -4.8077 -17.4979
H -15.0420 -3.7060 -16.7071
H -15.4748 -4.2729 -15.0553
```

---

2.
# C32H40FeN2O4S2

A structure of composition C32H40FeN2O4S2 at a distorted geometry (wB97M-V/def2-TZVPD, the OMol25 dataset).

Computed properties:
Frontier orbital gap (spin up / spin down) = 0.207 / 0.239 Ha
Total charge = -1
Spin multiplicity = 6

The geometry in XYZ format:
```
81
C32H40FeN2O4S2, DFT wB97M-V/def2-TZVPD
Fe 0.6838 0.4184 -0.6570
C 0.4517 -0.3840 2.7994
O 0.1788 0.5531 1.7719
C 0.0409 1.8699 2.2484
C -0.6174 2.6874 1.1606
O 0.1823 2.7794 -0.0059
C 1.3129 3.6241 0.0852
C 2.5406 2.8698 -0.3902
O 2.6139 1.6269 0.2942
C 3.6490 0.8002 -0.2194
H -0.2869 -0.3002 3.6016
H 0.3723 -1.3711 2.3528
H 1.4578 -0.2362 3.2123
H -0.5945 1.8842 3.1339
H 1.0300 2.2779 2.5020
H -1.5284 2.1780 0.8407
H -0.8711 3.6837 1.5410
H 1.1701 4.4853 -0.5756
H 1.4432 3.9785 1.1120
H 2.4453 2.6711 -1.4595
H 3.4423 3.4700 -0.2087
H 4.6297 1.2514 -0.0298
H 3.5782 -0.1565 0.2965
H 3.5236 0.6437 -1.2958
C -2.7187 0.4184 -3.4717
C -1.5248 0.9231 -2.7042
N -1.3021 0.4646 -1.5183
N -2.3007 -0.2592 -0.9657
C -2.2541 -1.2246 -0.1180
S -0.8678 -2.2955 0.3253
S -3.6636 -1.8038 0.6576
C -5.0140 -0.5557 2.5717
C -4.3023 -0.0596 3.6718
C -4.0577 1.3295 3.8346
C -3.4650 1.8269 4.9750
C -3.0143 0.9708 5.9802
C -3.1865 -0.4055 5.8157
C -3.8238 -0.9101 4.7047
C -0.7018 1.9878 -3.2914
C -1.3507 2.9777 -4.0342
C -0.6784 4.0281 -4.6331
C 0.7046 4.0971 -4.5095
C 1.3764 3.1410 -3.7769
C 0.7127 2.0684 -3.1332
O 1.4118 1.2012 -2.4604
H -2.7817 -0.6644 -3.3632
H -2.6454 0.6708 -4.5267
H -3.6438 0.8291 -3.0573
H -5.4154 -1.5562 2.5909
H -5.4273 0.1285 1.8474
H -4.3833 2.0067 3.0522
H -3.3427 2.8985 5.0962
H -2.5375 1.3685 6.8670
H -2.8124 -1.0791 6.5785
H -3.9718 -1.9781 4.5986
H -2.4300 2.9342 -4.1231
H -1.2237 4.7833 -5.1852
H 1.2573 4.9029 -4.9797
H 2.4553 3.1907 -3.6743
C 1.8749 -1.9098 -2.6627
C 1.1852 -2.7627 -1.5893
C 0.0930 -3.5837 -2.2788
C 0.6161 -1.7893 -0.5157
C 2.1737 -3.6645 -0.8496
C 1.7109 -4.5437 0.1354
C 2.5846 -5.2502 0.9425
C 3.9587 -5.1103 0.7864
C 4.4351 -4.2593 -0.1956
C 3.5543 -3.5454 -0.9999
H 1.1194 -1.3133 -3.1732
H 2.3881 -2.5322 -3.4032
H 2.5800 -1.2095 -2.2119
H -0.6405 -2.9149 -2.7326
H -0.4331 -4.2277 -1.5780
H 0.5357 -4.2055 -3.0614
H 1.3889 -1.6393 0.2611
H 0.6459 -4.6430 0.3049
H 2.1923 -5.8989 1.7165
H 4.6441 -5.6461 1.4315
H 5.5033 -4.1337 -0.3315
H 3.9648 -2.8785 -1.7463
```

---

3.
# C32H40N3O2PPdS2

A structure of composition C32H40N3O2PPdS2 (wB97M-V/def2-TZVPD, the OMol25 dataset).

Computed properties:
Frontier orbital gap (spin up / spin down) = 0.132 / 0.132 Ha
Total charge = -2
Spin multiplicity = 1

The geometry in XYZ format:
```
81
C32H40N3O2PPdS2, DFT wB97M-V/def2-TZVPD
Pd 0.1618 -0.1097 -0.2577
C -2.0658 -3.5716 -2.9380
C -0.9545 -2.7483 -2.2928
C -0.1032 -3.6322 -1.3867
P -1.4340 -1.2180 -1.3450
C -2.5853 -0.3810 -2.5484
C -3.1304 0.8857 -1.8972
C -1.8290 -0.0247 -3.8253
C -2.6191 -1.8096 -0.0795
C -3.8673 -2.3449 -0.3809
C -4.8148 -2.7094 0.5694
C -6.1408 -3.3039 0.1796
C -4.4611 -2.4924 1.9059
C -3.2479 -1.9563 2.2675
C -2.2541 -1.5975 1.2970
N -1.0657 -1.0963 1.6051
C -0.7677 -0.7420 2.9111
C 0.0931 -1.5460 3.6783
C 0.6126 -2.8169 3.0726
C 0.4592 -1.1446 4.9562
C 0.0020 0.0466 5.5103
C 0.4708 0.5079 6.8648
C -0.8455 0.8347 4.7406
C -1.2323 0.4679 3.4580
C -2.1035 1.3534 2.6149
H -1.6412 -4.3511 -3.5820
H -2.7353 -2.9665 -3.5535
H -2.6692 -4.0700 -2.1770
H -0.2931 -2.3594 -3.0746
H -0.7213 -4.0775 -0.6011
H 0.6824 -3.0478 -0.9026
H 0.3607 -4.4414 -1.9609
H -3.4295 -1.0370 -2.7862
H -2.3043 1.5361 -1.5934
H -3.7115 0.6575 -1.0015
H -3.7728 1.4256 -2.6020
H -0.9155 0.5233 -3.5721
H -2.4401 0.6134 -4.4731
H -1.5448 -0.9086 -4.4004
H -4.1386 -2.4639 -1.4269
H -6.2930 -3.2187 -0.8991
H -6.9810 -2.7981 0.6670
H -6.2219 -4.3679 0.4318
H -5.1718 -2.7469 2.6906
H -3.0218 -1.7916 3.3150
H 1.0636 -2.6129 2.0982
H -0.1977 -3.5272 2.8861
H 1.3509 -3.2877 3.7261
H 1.1342 -1.7762 5.5303
H 0.6629 -0.3376 7.5304
H -0.2745 1.1472 7.3435
H 1.3965 1.0865 6.7946
H -1.1913 1.7863 5.1368
H -2.2075 2.3411 3.0697
H -3.1004 0.9212 2.4822
H -1.6704 1.4590 1.6161
O 1.3638 3.1386 2.8432
C 2.2605 3.8160 2.1111
C 2.8539 4.9449 2.6846
C 3.7746 5.6938 1.9743
C 4.1214 5.3312 0.6763
C 3.5384 4.2059 0.1124
C 2.6160 3.4286 0.8065
C 1.9954 2.2099 0.1827
O 1.0004 1.6875 0.7941
N 2.5393 1.8112 -0.9403
N 2.0804 0.5633 -1.3700
C 2.3073 0.3823 -2.6284
S 2.3757 -1.2313 -3.3168
C 1.8370 -0.7179 -4.9632
C 2.1743 0.7691 -5.2347
S 2.8168 1.6296 -3.7629
H 1.0034 2.4305 2.2301
H 2.5634 5.2111 3.6936
H 4.2214 6.5685 2.4354
H 4.8359 5.9173 0.1111
H 3.7914 3.8868 -0.8903
H 0.7598 -0.8522 -5.0539
H 2.3244 -1.3695 -5.6886
H 1.2619 1.2692 -5.5617
H 2.9151 0.8633 -6.0295
```

---

Asked for energy above the lowest of the compared OMol25 structures with the same formula, charge and spin across the records above, the calculation gives 124.1, 70.4, 78.0 kJ/mol in order.